1.
DFT (ωB97M-V with the def2-TZVPD basis set) results for a molecular structure, C32H27MnN4O2S.

Each line ends with the Löwdin spin population.
CARTESIAN COORDINATES (ANGSTROEM)
Mn1 11.3074 9.8826 7.8915  4.54
C1 8.6287 8.2793 10.7926  0.00
C2 7.8937 8.1926 9.5030  0.00
C3 6.7789 7.3912 9.3629  0.00
C4 5.9839 7.4307 8.2327  0.00
C5 6.1392 8.4171 7.2785  0.00
C6 7.2161 9.2885 7.4083  0.00
C7 7.3470 10.4332 6.4657  0.00
C8 8.1429 9.1511 8.5034  0.00
N1 9.2049 10.0820 8.5982  0.05
C9 8.9106 11.2532 9.2219  0.01
O1 7.8607 11.5868 9.8148  0.02
C10 10.0246 12.1839 9.1335  0.02
C11 9.8837 13.4577 9.6769  0.00
C12 10.9185 14.3454 9.5690  0.01
C13 12.1436 13.9055 9.0346  0.00
C14 12.2060 12.6154 8.5183  0.02
N2 11.1542 11.7908 8.5707  0.05
C15 13.4699 12.0206 8.0523  0.01
O2 14.5742 12.5545 8.1053  0.02
N3 13.2360 10.7332 7.6528  0.05
C16 14.3838 10.1486 6.9809  0.01
C17 15.4495 9.7119 7.7907  0.00
C18 15.3366 9.6838 9.2579  0.00
C19 16.6925 9.4756 7.1768  0.00
C20 16.8092 9.6593 5.8142  0.00
C21 15.7020 9.9641 4.9946  0.00
C22 14.4497 10.2115 5.5863  0.00
C23 13.3322 10.6732 4.7073  0.00
H1 8.4196 7.4536 11.4747  0.00
H2 8.2973 9.2087 11.3293  0.00
H3 9.7452 8.2643 10.6733  0.00
H4 6.4815 6.7245 10.1780  0.00
H5 5.2088 6.7306 8.0071  0.00
H6 5.4941 8.5064 6.4055  0.00
H7 6.5403 10.3939 5.7314  0.00
H8 8.3026 10.3456 5.9295  0.00
H9 7.3523 11.4609 6.9292  0.00
H10 8.9676 13.7487 10.1662  0.00
H11 10.7652 15.3388 9.9948  0.00
H12 13.0163 14.6331 9.0003  0.00
H13 14.2585 9.6447 9.4928  0.00
H14 15.8303 10.5332 9.8006  0.00
H15 15.7627 8.7873 9.6975  0.00
H16 17.5386 9.1063 7.8061  0.00
H17 17.8078 9.5687 5.3734  0.00
H18 15.8174 9.9721 3.8932  0.00
H19 12.8751 9.8207 4.1266  0.00
H20 13.6885 11.4785 3.9771  0.00
H21 12.4746 11.0516 5.2778  0.00
S1 11.4680 6.0092 5.5876  0.02
C24 10.6083 7.1268 4.6132  -0.01
C25 10.3925 8.3212 5.2103  0.01
C26 11.0023 8.4588 6.4446  0.03
C27 11.5816 7.2216 6.8176  0.03
C28 12.2426 7.0770 8.1037  0.01
C29 12.9937 5.8953 8.4817  0.00
C30 13.4363 5.8275 9.8141  0.01
C31 13.2147 6.9004 10.7064  0.00
C32 12.4830 7.9742 10.2441  0.01
N4 12.0140 8.0804 8.9801  0.04
H22 10.3408 6.8708 3.5705  0.00
H23 9.8975 9.1463 4.7409  0.00
H24 13.0923 5.0122 7.8419  0.00
H25 14.0728 5.0182 10.1852  0.00
H26 13.6836 6.8991 11.6964  0.00
H27 12.2886 8.8211 10.9336  0.00

Values from the calculation:
expectation value of S²	8.762
multiplicity	6
charge	-1
gap between HOMO and LUMO (alpha / beta)	6.259 / 7.822	eV

2.
DFT (ωB97M-V with the def2-TZVPD basis set) results for a molecular structure, C27H30EuI2N7OS.

Each line ends with the Löwdin spin population.
CARTESIAN COORDINATES (ANGSTROEM)
Eu1 -0.4553 0.2082 -0.3953  6.08
C1 -1.9876 -4.1242 1.3319  0.00
C2 -1.2928 -2.7594 1.0765  0.00
N1 -1.1337 -2.3046 -0.1374  -0.01
C3 -0.7524 -3.0838 -1.2505  0.00
C4 0.0747 -2.4013 -2.3435  0.00
N2 0.8856 -1.2763 -1.7562  -0.02
C5 1.6373 -0.5806 -2.8077  0.00
C6 2.5147 0.5638 -2.2675  0.00
N3 1.8724 1.2888 -1.1194  -0.01
C7 2.8038 1.7226 -0.0934  0.00
C8 2.0175 2.3634 1.0314  0.00
N4 0.8975 1.4758 1.4860  -0.01
C9 0.6916 1.2218 2.7594  0.00
C10 1.0933 2.0462 3.9463  0.00
C11 -0.0509 0.0135 3.1334  0.00
C12 -0.3117 -0.3466 4.4312  0.00
C13 -0.8684 -1.5863 4.6224  0.00
C14 -1.1777 -2.3483 3.4990  0.00
C15 -0.9568 -1.8880 2.2215  0.00
N5 -0.4412 -0.6927 2.0414  0.00
H1 -2.0240 -4.5938 0.3356  0.00
H2 -3.0193 -3.9870 1.7613  0.00
H3 -1.3560 -4.7658 1.9613  0.00
H4 -1.6747 -3.4724 -1.8191  0.00
H5 -0.1680 -3.9814 -0.9017  0.00
H6 -0.5402 -1.9489 -3.1324  0.00
H7 0.7133 -3.1841 -2.8663  0.00
H8 1.5751 -1.6672 -1.0621  0.00
H9 0.8554 -0.1142 -3.4777  0.00
H10 2.2484 -1.3438 -3.3828  0.00
H11 2.6902 1.2116 -3.1311  0.00
H12 3.4593 0.0801 -1.9397  0.00
H13 1.5003 2.1224 -1.5780  0.00
H14 3.6332 2.3331 -0.4597  0.00
H15 3.2952 0.8106 0.3415  0.00
H16 1.5858 3.3514 0.7415  0.00
H17 2.7802 2.5011 1.8390  0.00
H18 0.2006 1.9801 4.7229  0.00
H19 1.0609 3.1309 3.7153  0.00
H20 2.0119 1.6290 4.4945  0.00
H21 -0.0536 0.1938 5.3829  0.00
H22 -1.2929 -1.8891 5.5882  0.00
H23 -1.5813 -3.3164 3.5185  0.00
I1 -2.2692 0.2733 -5.4829  0.00
C16 -2.6368 1.7528 -4.0405  0.00
C17 -3.4989 2.8087 -4.3906  0.00
C18 -3.8441 3.6871 -3.3989  0.00
I2 -5.1437 5.2814 -3.9653  0.00
C19 -3.4546 3.4656 -2.0310  0.00
C20 -3.8804 4.2047 -0.9266  0.00
C21 -3.4460 3.9373 0.3413  0.00
C22 -2.4892 2.9301 0.5638  0.00
N6 -2.1469 2.0539 -0.4372  -0.01
C23 -2.5488 2.3695 -1.6809  0.00
C24 -2.0849 1.5819 -2.7598  0.00
O1 -1.0412 0.7766 -2.6024  -0.02
H24 -3.9255 2.8696 -5.4029  0.00
H25 -4.5631 5.0328 -1.0839  0.00
H26 -3.9607 4.2997 1.2354  0.00
H27 -2.0601 2.7220 1.5915  0.00
S1 5.1507 -3.8999 0.2292  0.00
C25 4.1398 -3.3697 1.5846  0.00
C26 3.3610 -2.3200 1.1385  0.00
N7 3.3440 -2.1694 -0.2535  0.00
C27 4.3596 -2.8425 -0.7410  0.00
H28 4.3484 -3.7096 2.5617  0.00
H29 2.7807 -1.5887 1.7111  0.00
H30 4.5501 -2.7391 -1.8212  0.00

Values from the calculation:
expectation value of S²	12.016
multiplicity	7
charge	+2
gap between HOMO and LUMO (alpha / beta)	5.116 / 5.151	eV

3.
DFT (ωB97M-V with the def2-TZVPD basis set) results for a molecular structure, C4H8BCsF4O2S.

Each line ends with the Mulliken charge.
CARTESIAN COORDINATES (ANGSTROEM)
Cs1 1.0423 2.7139 2.0589  1.05
B1 -1.7880 3.1103 0.0055  0.34
F1 -3.0312 3.4403 -0.4985  -0.34
F2 -1.3438 1.8406 -0.4827  -0.22
F3 -0.8236 4.0830 -0.3466  -0.39
F4 -1.8323 2.9862 1.4271  -0.43
C1 -0.6669 -1.6021 -0.5651  -0.74
C2 -0.1990 -1.5355 0.8946  -0.47
C3 1.3248 -1.6859 0.8523  -0.71
S1 1.7993 -0.6056 -0.4967  1.02
O1 2.8675 -1.1658 -1.2714  -0.68
O2 1.9671 0.7393 0.0296  -0.64
C4 0.2263 -0.6660 -1.3845  -0.42
H1 -1.7190 -1.3499 -0.6524  0.35
H2 -0.4987 -2.6243 -0.9167  0.36
H3 -0.6226 -2.3130 1.5287  0.35
H4 -0.4681 -0.5705 1.3364  0.23
H5 1.5890 -2.7006 0.5557  0.34
H6 1.8611 -1.3552 1.7370  0.38
H7 0.4743 -1.0877 -2.3555  0.38
H8 -0.1583 0.3483 -1.4557  0.23

Values from the calculation:
gap between HOMO and LUMO	10.202	eV

4.
DFT (ωB97M-V with the def2-TZVPD basis set) results for 2 unconnected molecules or ions with the total composition C3H11N2.

Each line ends with the Mulliken charge.
CARTESIAN COORDINATES (ANGSTROEM)
C1 -1.5870 0.2549 -2.1000  -0.75
N1 -0.8151 0.9914 -1.0500  -0.14
H1 -0.9500 -0.1023 -2.9014  0.32
H2 -1.9908 -0.6415 -1.6291  0.32
H3 -2.4345 0.8296 -2.4559  0.35
H4 -0.0357 1.4894 -1.4763  0.38
H5 -0.3921 0.3627 -0.3321  0.33
H6 -1.4484 1.5687 -0.5235  0.39
C2 2.0254 -0.2011 1.0450  -0.93
C3 0.1024 -1.0638 2.1151  -0.32
N2 0.6116 -0.5155 1.1020  -0.41
H7 2.5708 -0.2979 1.9866  0.35
H8 2.1053 0.8151 0.6792  0.28
H9 2.5309 -0.9268 0.4073  0.31
H10 -0.9699 -0.9701 2.2630  0.23
H11 0.6772 -1.5928 2.8702  0.28

Values from the calculation:
charge	+1
gap between HOMO and LUMO	10.594	eV